24
Properties=species:S:1:pos:R:3:forces:R:3 method="wB97M-V/def2-TZVPD" gap_ev="6.5 / 6.5" lumo_ev="0.24 / 0.24" relative_energy_kj_mol=522.3
C 1.1554 -1.8499 -1.2324 -1.6 -0.2 0.1
C -0.7680 1.1841 -1.0655 1.3 -3.5 -0.1
C 0.5216 1.8252 -0.4722 0.4 0.0 -3.1
C -1.1542 0.2723 0.1168 -1.1 -0.8 1.5
C 0.1378 -0.0474 0.7655 2.1 -0.2 -1.0
C -1.9472 -1.1118 -0.1127 -1.0 4.0 2.6
C 0.5743 -1.1118 1.7414 -5.1 0.8 2.4
N 1.1103 0.8055 0.3858 -3.5 -0.6 0.1
O 2.1530 -1.1938 -0.9696 0.8 -1.1 -1.4
P 2.7443 0.3782 0.3682 3.5 3.2 0.2
H 1.2282 -2.7052 -2.0838 0.6 1.2 1.0
H -1.3896 1.9465 -1.2783 -2.7 2.5 -0.2
H -0.8475 0.5720 -2.0725 1.4 1.0 1.9
H 1.1637 2.0373 -1.3597 0.1 0.0 1.0
H 0.3225 2.7943 0.0154 0.0 -0.6 0.2
H -1.6130 0.9922 0.8753 -0.3 -1.1 -0.6
H -1.9313 -1.8182 0.7058 -0.1 0.3 0.5
H -1.5472 -1.5825 -0.8877 2.0 -1.8 -3.4
H -2.9401 -0.8319 -0.3746 -1.1 0.0 0.0
H -0.1577 -2.0119 1.8351 1.5 1.6 -0.6
H 0.5374 -0.6240 2.8117 0.7 -0.9 -1.9
H 1.4894 -1.3346 1.3493 2.6 -1.3 0.0
H 3.1164 1.8587 0.7985 -0.4 -1.5 0.2
H 3.1136 0.9679 -0.9106 -0.4 -0.9 0.5